Record 1
C5H6CrO4 | wB97M-V/def2-TZVPD

Geometry (Å):
O -1.222 1.056 -2.002
C 0.027 1.350 -1.831
C 0.934 0.613 -1.143
O 0.464 -0.545 -0.518
Cr -2.456 -0.234 -1.739
H 0.397 2.294 -2.252
H 1.976 0.873 -0.988
C -1.102 1.790 3.086
C -0.581 0.672 2.614
O -0.423 0.561 1.220
C -0.199 -0.547 0.623
O -0.525 -1.652 1.185
H -1.407 2.604 2.431
H -0.240 -0.188 3.184
H -1.244 1.884 4.162
H 0.114 -2.367 1.037

Properties
Total charge: +2
E_HOMO (alpha / beta) in eV: -17.00 / -17.14
Frontier orbital gap (alpha / beta) in Ha: 0.2176 / 0.2464
Expectation value of S²: 6.040
F_max in eV/Å: 3.69
Spin multiplicity: 5
Total energy in Eh: -1538.7496

***

Record 2
C42H50BaBrGeN5O2PSe3 | wB97M-V/def2-TZVPD

Geometry (Å):
Ba 0.150 -0.283 -1.262
Br -2.221 5.696 4.074
C -3.518 4.306 4.101
C -3.697 3.560 5.254
C -4.576 2.488 5.233
C -5.208 2.139 4.050
C -5.091 2.947 2.926
C -4.249 4.046 2.953
N -6.049 0.969 3.983
N -5.672 -0.013 3.321
C -4.348 -0.033 2.755
C -3.225 0.061 3.529
C -1.936 0.031 2.972
C -1.735 -0.126 1.602
O -0.571 -0.131 1.043
C -2.928 -0.245 0.782
N -2.733 -0.357 -0.562
C -3.783 -0.473 -1.340
C -5.106 -0.493 -0.859
C -5.321 -0.364 0.484
C -4.216 -0.229 1.356
H -3.152 3.805 6.154
H -4.726 1.885 6.120
H -5.648 2.704 2.030
H -4.169 4.693 2.091
H -3.328 0.159 4.602
H -1.064 0.066 3.616
H -3.591 -0.555 -2.405
H -5.929 -0.605 -1.550
H -6.323 -0.373 0.893
Se 3.182 0.875 -1.471
P 3.553 1.534 0.558
Se 2.327 3.151 1.305
C 3.512 0.109 1.691
C 2.550 -0.023 2.681
C 2.592 -1.107 3.549
C 3.588 -2.061 3.424
C 4.543 -1.941 2.421
C 4.507 -0.861 1.556
C 5.276 2.095 0.683
C 6.104 2.204 -0.425
C 7.415 2.638 -0.266
C 7.895 2.956 0.993
C 7.066 2.847 2.104
C 5.759 2.421 1.951
H 1.782 0.732 2.782
H 1.847 -1.201 4.330
H 3.626 -2.899 4.108
H 5.326 -2.682 2.323
H 5.260 -0.757 0.784
H 5.724 1.950 -1.405
H 8.060 2.725 -1.131
H 8.917 3.291 1.114
H 7.439 3.097 3.088
H 5.107 2.346 2.814
N -0.849 3.076 2.028
C -1.277 3.821 0.803
C -1.442 2.878 -0.386
N -0.254 2.651 -1.213
H -0.907 3.683 2.849
H 0.160 2.782 1.909
H -1.417 2.233 2.197
H -0.514 4.576 0.616
H -2.213 4.319 1.038
H -2.240 3.253 -1.027
H -1.801 1.922 -0.001
H 0.609 2.737 -0.667
H -0.193 3.355 -1.938
C -2.208 -2.084 -4.827
C -1.126 -1.043 -4.772
O -0.664 -0.710 -3.685
C -0.615 -0.448 -6.024
C -1.179 -0.760 -7.261
C -0.676 -0.190 -8.418
C 0.396 0.688 -8.347
C 0.966 1.002 -7.119
C 0.462 0.439 -5.962
H -2.395 -2.463 -3.825
H -1.916 -2.905 -5.481
H -3.126 -1.653 -5.233
H -2.013 -1.446 -7.329
H -1.117 -0.434 -9.375
H 0.791 1.129 -9.253
H 1.805 1.684 -7.068
H 0.900 0.673 -5.001
C -0.120 -6.193 1.177
Ge 0.089 -4.512 0.212
C 1.388 -3.378 1.129
C -1.638 -3.596 0.073
C 0.643 -4.872 -1.648
Se 1.350 -3.312 -2.593
C 3.173 -3.370 -1.918
H -0.472 -6.006 2.192
H 0.830 -6.724 1.237
H -0.844 -6.837 0.678
H 1.004 -3.115 2.114
H 1.601 -2.442 0.610
H 2.336 -3.899 1.268
H -2.032 -3.359 1.062
H -2.359 -4.233 -0.442
H -1.568 -2.661 -0.486
H -0.232 -5.177 -2.224
H 1.380 -5.669 -1.746
H 3.205 -3.110 -0.863
H 3.749 -2.644 -2.486
H 3.572 -4.368 -2.083

Properties
Total charge: +1
E_HOMO in eV: -9.75
Frontier orbital gap in Ha: 0.2620
F_max in eV/Å: 0.44
Total energy in Eh: -14276.7484